# C33H39N5Pt

A molecular structure, C33H39N5Pt (ωB97M-V/def2-TZVPD, OMol25).

As for the expectation value of S²: 2.027. The orbital gap (spin up / spin down) comes out at 2.02 / 5.15 eV. The HOMO energy (spin up / spin down) is 2.345 / -0.720 eV. As for the charge: -2. Its spin multiplicity is 3.

Element x y z (Å)
Pt 0.555593 -0.698194 -0.220373
N 0.914815 3.372703 1.794199
N 1.185670 1.804319 -1.485362
C -1.466303 -1.380956 -0.463297
C -2.104400 -0.064774 -0.409288
C -1.998507 0.427626 0.906189
C -2.371816 1.798966 1.363575
H -2.732819 2.409819 0.526778
H -1.495942 2.324405 1.784171
H -3.157973 1.787204 2.133649
C -1.406979 -0.550500 1.744134
C -1.205038 -0.448246 3.210116
H -2.065612 -0.815718 3.796551
H -1.025529 0.594766 3.518391
H -0.318055 -1.019700 3.520934
C -1.048815 -1.697745 0.936157
C -0.723479 -3.064681 1.426051
H 0.034316 -3.017966 2.217696
H -0.317188 -3.676163 0.614993
H -1.605577 -3.583544 1.838221
C -2.733513 0.603819 -1.571462
H -3.832210 0.507788 -1.568051
H -2.373421 0.179996 -2.517402
H -2.506211 1.679286 -1.601773
C -1.567765 -2.376566 -1.567425
H -0.721833 -3.069291 -1.507179
H -1.463668 -1.858337 -2.527843
H -2.504092 -2.956251 -1.571118
C 1.643474 3.749917 2.839291
H 1.109349 4.187552 3.692146
C 3.042695 3.614862 2.895165
H 3.570678 3.930769 3.795666
C 3.717185 3.069829 1.797137
H 4.797342 2.945273 1.806814
C 2.990025 2.722057 0.676970
H 3.433168 2.276563 -0.207085
C 1.576949 2.920888 0.684607
C 0.742336 2.479640 -0.349129
H -0.334598 2.611965 -0.274921
C 1.048200 0.440139 -1.681987
C 1.652872 2.413511 -2.661855
H 1.825350 3.471722 -2.693633
C 1.665944 1.468038 -3.601893
H 1.908822 1.523583 -4.642683
N 1.243579 0.265294 -3.017577
C 0.957211 -0.926302 -3.758295
C 0.029698 -0.887945 -4.816472
C -0.223129 -2.078569 -5.508767
H -0.944427 -2.058401 -6.326358
C 0.409341 -3.275328 -5.169160
C 0.159816 -4.543082 -5.933828
H 0.144817 -5.406305 -5.258970
H 0.950398 -4.734286 -6.672826
H -0.792040 -4.510873 -6.472830
C 1.322574 -3.273377 -4.117885
H 1.820056 -4.198838 -3.836030
C 1.643248 -2.098748 -3.432283
C 2.666371 -2.113805 -2.349101
H 3.387465 -1.287590 -2.392822
H 3.194883 -3.075704 -2.336638
H 2.149826 -2.026374 -1.372191
C -0.700113 0.357584 -5.221674
H -0.076352 1.020218 -5.840705
H -1.087751 0.936459 -4.372716
H -1.563328 0.067649 -5.837004
N 1.893911 0.487756 2.949628
C 2.593838 -0.557365 2.433555
C 3.807088 -0.974891 3.035906
C 4.392630 -2.168354 2.624815
C 3.766498 -2.930807 1.641859
C 2.602964 -2.444329 1.061236
N 2.087850 -1.244518 1.385927
H 2.210746 0.925032 3.799367
H 1.154165 0.959950 2.449518
H 4.254355 -0.334805 3.792290
H 5.314648 -2.543166 3.077993
H 4.136927 -3.890304 1.270754
H 2.085489 -3.003536 0.281571

Forces on the atoms, in the same order (eV/Å):
-0.34 -0.40 0.92
0.16 1.02 1.26
1.11 -0.49 -1.69
0.05 0.24 1.80
0.19 -0.71 0.94
-0.41 -0.43 0.09
0.14 0.38 0.14
0.01 -0.07 0.15
-0.28 -0.08 -0.11
0.06 0.02 -0.11
-0.34 -0.23 -1.08
0.34 0.23 0.49
0.14 0.02 -0.19
-0.12 -0.23 -0.05
-0.27 0.06 -0.02
-0.72 0.65 -1.40
-0.04 -0.22 0.25
-0.07 -0.13 -0.04
-0.10 -0.03 0.17
0.17 0.02 -0.05
0.00 0.45 -0.45
0.20 -0.02 0.00
-0.06 0.00 0.15
-0.05 -0.12 0.01
0.07 -0.19 -0.29
-0.29 -0.10 -0.08
-0.13 -0.20 0.00
0.08 0.11 0.00
0.67 -0.26 -0.74
0.06 -0.22 -0.19
-0.34 0.50 1.10
-0.04 -0.06 -0.20
-0.46 -0.14 -1.04
-0.08 -0.07 0.07
0.79 0.32 0.61
0.12 0.04 0.12
-1.51 -1.64 -1.39
0.05 1.25 1.39
0.26 -0.09 0.13
0.22 1.29 0.12
-0.88 -0.27 0.86
0.11 0.08 -0.04
0.03 -0.39 -0.62
0.11 -0.02 -0.20
0.36 0.34 -0.60
0.13 0.15 -0.20
0.31 -0.52 0.34
0.22 0.10 0.18
0.10 -0.06 0.13
0.02 0.24 0.13
-0.07 -0.31 -0.11
-0.03 0.15 -0.11
-0.10 0.11 0.12
0.08 0.01 0.06
0.09 0.33 -0.13
-0.07 0.15 -0.04
-0.23 -0.16 -0.21
0.21 -0.56 0.63
-0.21 -0.12 -0.12
0.02 0.25 -0.16
0.21 0.16 -0.58
-0.44 0.23 -0.26
-0.14 -0.10 0.25
0.28 -0.13 -0.12
0.16 0.11 0.12
0.10 -0.24 0.01
0.04 -0.39 -0.05
0.05 -0.32 -0.19
-0.19 0.25 0.14
-0.40 -0.46 -0.47
0.81 0.51 0.47
-0.08 -0.16 0.10
0.17 0.08 -0.38
0.07 -0.18 -0.31
-0.03 -0.18 -0.04
-0.23 0.30 -0.09
0.05 0.37 0.39
0.15 0.17 0.30

# C33H40AsBCdF6INO4P2S2

A molecular structure, C33H40AsBCdF6INO4P2S2 (ωB97M-V/def2-TZVPD, OMol25).

The orbital gap comes out at 6.20 eV. The HOMO energy is -2.512 eV. As for the charge: -2.

Element x y z (Å)
Cd 0.037619 0.604973 -0.573734
C 5.742396 -2.737224 -5.044842
C 5.322958 -3.615778 -4.056511
C 4.408923 -3.206035 -3.093350
C 3.902374 -1.908499 -3.095047
C 4.343547 -1.032247 -4.088179
C 5.244865 -1.439894 -5.058998
P 2.688201 -1.240497 -1.869820
C 2.673043 -2.619829 -0.662102
C 1.637525 -3.540613 -0.553501
C 1.684954 -4.534256 0.420778
C 2.765753 -4.615944 1.284745
C 3.803183 -3.693404 1.185691
C 3.749995 -2.699446 0.223934
C 1.101893 -1.443399 -2.767856
C 1.008453 -2.215790 -3.928633
C -0.194750 -2.310952 -4.610173
C -1.307457 -1.641766 -4.120614
C -1.210510 -0.892806 -2.956968
C -0.011456 -0.763170 -2.247294
H 6.452043 -3.058795 -5.797933
H 5.702218 -4.630993 -4.036822
H 4.080116 -3.905076 -2.334120
H 3.964249 -0.015949 -4.096327
H 5.565007 -0.743345 -5.824946
H 0.767373 -3.471056 -1.196069
H 0.849004 -5.213138 0.515824
H 2.790750 -5.381207 2.051960
H 4.640848 -3.736360 1.872794
H 4.541817 -1.960210 0.167025
H 1.875198 -2.746579 -4.306214
H -0.263671 -2.911361 -5.510545
H -2.257219 -1.714787 -4.638530
H -2.100078 -0.398861 -2.580092
C -6.110308 3.860149 1.533920
C -5.168566 3.246038 0.518998
O -4.220672 2.460891 1.228930
P -3.298379 1.399915 0.385874
S -2.133606 0.530191 1.701524
S -2.507331 2.304981 -1.178883
O -4.408984 0.393538 -0.216212
C -4.859536 -0.762683 0.504207
C -5.854809 -0.395969 1.588451
H -6.853647 4.485338 1.033095
H -5.554233 4.476339 2.242111
H -6.627171 3.079010 2.093420
H -4.642525 4.015326 -0.053552
H -5.716007 2.620364 -0.192433
H -4.001003 -1.282017 0.924577
H -5.307926 -1.409913 -0.248452
H -5.382359 0.237383 2.340297
H -6.213984 -1.306513 2.073843
H -6.711773 0.137563 1.168140
C 1.032150 4.465574 3.403300
C 0.382016 4.140653 2.068121
C -1.108430 4.469148 2.110190
O 0.485429 2.730361 1.843180
B 0.619562 2.501536 0.478495
O 0.961996 3.697026 -0.156430
C 1.106441 4.736091 0.822729
C 2.602009 4.947373 1.042032
C 0.475734 6.005002 0.271727
H 0.453983 3.996557 4.200606
H 1.050090 5.545467 3.577658
H 2.049623 4.079260 3.448628
H -1.574554 3.857671 2.883490
H -1.586509 4.204492 1.164793
H -1.286371 5.525955 2.328041
H 3.064300 4.032724 1.414739
H 2.797501 5.760034 1.746191
H 3.061600 5.193174 0.083257
H -0.545464 5.817149 -0.053865
H 1.051189 6.348781 -0.589863
H 0.472326 6.798453 1.024882
F -2.000668 -2.321308 -0.212217
As -2.598043 -3.941564 -0.392610
F -3.662058 -3.730214 0.972749
F -3.850682 -3.391163 -1.458945
F -3.167453 -5.582917 -0.560690
F -1.524497 -4.196141 -1.735596
F -1.353177 -4.497680 0.707862
I 3.721576 0.865117 1.826587
C 2.190530 -0.430925 2.473365
C 2.152294 -0.805107 3.807810
C 1.136726 -1.668577 4.190485
C 0.228388 -2.114033 3.244469
C 0.363415 -1.669709 1.938921
N 1.337976 -0.833723 1.566353
H 2.882409 -0.430461 4.510506
H 1.059123 -1.985753 5.223754
H -0.581050 -2.784934 3.495903
H -0.325775 -1.989025 1.168007

Forces on the atoms, in the same order (eV/Å):
0.26 0.65 0.18
-0.01 0.00 0.01
0.01 0.00 -0.01
-0.01 -0.01 0.01
-0.02 0.03 0.05
-0.01 0.03 0.00
0.01 -0.01 0.00
-0.11 -0.01 -0.02
0.03 0.00 -0.07
-0.03 -0.02 0.06
0.00 0.02 0.00
0.01 0.03 0.00
-0.01 -0.02 0.02
-0.01 -0.02 -0.03
0.10 -0.01 -0.06
-0.03 -0.03 -0.03
0.04 0.02 0.03
0.02 0.00 0.02
-0.13 -0.07 0.07
0.04 -0.06 0.00
0.00 0.00 0.00
0.00 0.00 0.00
0.00 0.00 -0.01
0.00 0.00 0.00
0.00 0.00 0.00
0.02 -0.01 -0.03
0.00 -0.01 -0.02
0.00 0.00 0.00
0.00 0.00 0.00
0.01 0.01 -0.01
-0.01 0.00 0.00
0.00 -0.01 0.00
-0.01 -0.01 0.02
0.00 0.01 -0.03
0.01 0.00 -0.01
-0.01 0.02 0.01
0.03 -0.07 0.00
0.01 -0.01 -0.06
-0.02 0.01 -0.03
-0.02 0.10 -0.01
-0.04 0.00 0.01
-0.01 -0.02 0.02
0.01 -0.01 -0.02
0.00 0.00 0.01
0.00 0.00 0.00
-0.01 0.00 0.00
0.00 -0.01 -0.01
0.00 0.00 0.01
-0.01 0.02 0.00
0.01 -0.01 0.00
0.00 0.00 0.00
0.00 0.00 0.00
0.00 0.01 0.00
-0.01 0.01 -0.02
-0.01 0.02 -0.01
0.00 -0.03 -0.02
0.08 -0.01 0.03
0.01 -0.24 -0.12
-0.07 0.05 0.00
0.01 0.00 0.01
-0.01 -0.02 -0.01
0.02 0.00 0.01
0.00 0.00 0.00
0.00 0.00 0.01
0.00 0.00 0.00
0.00 0.00 0.00
0.00 0.01 0.00
0.00 0.00 0.00
0.00 0.00 0.01
0.01 0.00 -0.01
0.00 0.00 0.00
0.00 0.00 0.00
0.00 0.00 0.00
0.00 0.01 0.00
-0.12 -0.11 0.00
0.01 -0.22 0.02
0.01 0.04 -0.02
0.01 0.02 -0.01
0.00 0.03 0.02
0.00 0.02 0.05
-0.03 0.00 -0.02
0.01 -0.02 0.01
-0.06 0.03 0.08
0.00 0.01 0.01
-0.01 0.00 -0.01
0.00 0.01 0.01
0.08 -0.04 0.04
-0.08 -0.06 -0.11
0.00 0.00 0.00
0.00 0.00 0.00
0.00 -0.01 -0.01
-0.02 -0.01 -0.01

# C33H40CrN2O7S3

A molecular structure, C33H40CrN2O7S3 (ωB97M-V/def2-TZVPD, OMol25).

As for the expectation value of S²: 6.077. The orbital gap (spin up / spin down) comes out at 3.19 / 5.76 eV. The HOMO energy (spin up / spin down) is 1.037 / -1.535 eV. As for the charge: -2. Its spin multiplicity is 5.

Element x y z (Å)
Cr 1.219160 -0.244881 -0.047277
C -0.178957 3.718713 1.354777
C -0.144695 2.250808 1.048020
N 1.040072 1.610646 0.898705
N 2.180320 2.263769 1.190532
C 3.185584 1.462407 1.430691
S 3.070310 -0.292896 1.502078
S 4.745968 2.238053 1.753220
C 4.258505 3.285098 3.173450
C 4.052191 2.462619 4.409980
C 5.076047 2.277932 5.334778
C 4.915488 1.422832 6.416230
C 3.719686 0.737087 6.587015
C 2.691300 0.919000 5.673475
C 2.852416 1.779247 4.595277
C -1.365211 1.512839 0.968117
C -2.601995 2.203449 0.948199
C -3.833281 1.554705 0.935280
C -3.871878 0.167889 0.952956
C -2.670826 -0.548797 0.981598
C -1.417521 0.064370 0.974056
O -0.341959 -0.701028 1.007144
H 0.831073 4.066275 1.560619
H -0.814337 3.929772 2.221702
H -0.567922 4.298094 0.506286
H 3.343982 3.772393 2.838565
H 5.068964 4.008739 3.278957
H 6.015673 2.802852 5.193640
H 5.727935 1.280974 7.120059
H 3.598722 0.049842 7.416080
H 1.759596 0.379386 5.787724
H 2.056263 1.898605 3.869788
H -2.590913 3.286899 0.924340
H -4.750668 2.134501 0.914932
H -4.819925 -0.360950 0.937463
H -2.680937 -1.632598 0.993816
C -3.541263 3.303836 -3.312783
O -2.330327 3.650281 -3.960658
C -1.212288 2.982969 -3.549958
C 0.007560 3.460153 -4.093311
C 1.171304 2.875426 -3.683378
C 1.206371 1.818829 -2.749222
C 2.458606 1.270315 -2.291855
C 3.754267 1.623794 -2.982972
O 2.553908 0.513965 -1.321846
C -0.028617 1.299159 -2.243138
O -0.136677 0.313330 -1.452130
C -1.236828 1.934578 -2.676436
H -4.294229 3.993926 -3.688345
H -3.454008 3.403017 -2.228140
H -3.840212 2.278642 -3.545306
H -0.007031 4.283457 -4.794915
H 2.107199 3.259970 -4.072033
H 3.651183 1.619935 -4.067710
H 4.498754 0.892908 -2.676916
H 4.083417 2.614383 -2.660707
H -2.147904 1.545142 -2.243561
C -5.141092 -3.608603 -2.998088
C -3.620395 -3.662852 -2.868438
C -3.147797 -2.980007 -1.595384
S -1.344922 -3.201734 -1.306829
O -0.810651 -3.630198 -2.653651
C -1.465663 -4.762798 -0.399433
C -1.975380 -4.667440 1.038173
C -1.042194 -3.891142 1.968627
H -5.477717 -4.082650 -3.923763
H -5.497020 -2.575108 -2.997939
H -5.623802 -4.120993 -2.161401
H -3.147058 -3.181959 -3.723592
H -3.282317 -4.701649 -2.878980
H -3.689797 -3.347088 -0.721559
H -3.282852 -1.897345 -1.647846
H -0.432399 -5.113673 -0.407161
H -2.077974 -5.420843 -1.022831
H -2.096828 -5.688289 1.416097
H -2.973156 -4.216391 1.053754
H -0.088287 -4.413321 2.069893
H -1.491682 -3.786734 2.959799
H -0.811814 -2.895524 1.588274
C 2.732697 -3.623982 -2.251539
O 2.560005 -2.297758 -1.762081
C 1.665953 -2.170560 -0.710527
O 1.185967 -3.203441 -0.269543
H 1.770568 -4.056666 -2.528339
H 3.203354 -4.260807 -1.498449
H 3.380797 -3.537089 -3.124208

Forces on the atoms, in the same order (eV/Å):
-0.54 0.65 0.64
0.11 0.01 -0.06
0.02 -0.15 0.02
-0.18 -0.11 -0.24
0.29 -0.15 0.19
-0.21 -0.08 -0.13
0.00 0.19 -0.08
0.06 -0.09 0.01
0.04 -0.15 -0.17
0.02 0.03 -0.10
0.03 0.02 0.07
0.00 0.05 -0.02
0.02 -0.01 -0.02
-0.02 0.07 -0.03
-0.10 -0.04 0.06
0.11 0.08 0.02
-0.11 -0.05 -0.04
0.11 0.04 -0.03
0.02 -0.06 0.01
-0.11 0.04 -0.05
0.20 -0.08 0.03
-0.11 -0.02 0.06
-0.02 0.03 0.00
-0.03 0.02 -0.04
-0.02 0.01 0.04
0.02 0.15 0.18
-0.09 0.07 0.14
0.01 -0.03 -0.01
0.00 0.01 0.00
-0.01 0.02 0.01
0.01 -0.01 -0.03
0.01 -0.03 0.00
0.00 -0.01 0.01
0.00 0.01 -0.01
0.00 0.00 0.03
0.00 -0.02 0.03
0.04 0.01 -0.03
-0.13 0.08 -0.01
0.18 0.00 -0.06
-0.14 0.01 0.02
0.05 -0.05 0.03
0.05 -0.01 0.03
-0.21 0.10 0.03
0.03 -0.02 -0.01
0.49 0.03 -0.38
-0.17 0.15 -0.08
0.28 -0.32 0.02
0.03 -0.09 0.03
-0.01 0.01 -0.01
0.01 -0.01 0.01
0.00 -0.02 0.00
-0.02 0.01 0.02
-0.01 -0.01 0.00
0.00 0.03 0.00
0.01 0.02 0.02
-0.01 0.00 -0.01
0.03 0.02 0.04
0.04 0.02 0.00
-0.11 -0.02 0.11
0.15 0.08 -0.12
-0.19 -0.05 -0.61
-0.10 0.15 0.37
0.06 -0.10 0.21
0.08 0.17 -0.02
0.00 -0.08 -0.04
-0.01 0.01 0.01
0.00 -0.02 0.00
-0.01 0.00 -0.01
0.04 -0.04 -0.01
0.01 0.00 -0.03
0.01 0.07 0.04
-0.11 -0.02 0.04
0.00 0.00 -0.06
0.03 -0.05 0.02
-0.07 -0.02 -0.04
-0.01 -0.01 0.01
-0.01 0.03 0.00
0.01 -0.02 -0.01
0.01 0.03 -0.01
-0.02 0.12 0.06
-0.05 0.05 -0.02
-0.10 -0.44 -0.17
0.28 -0.09 0.14
0.00 -0.02 -0.03
0.01 -0.03 -0.01
0.01 -0.02 0.00

How do the records compare in energy? In the order shown, they have -1673.8617, -6441.9857, -4156.7763 hartree.
How do the records compare in largest force on an atom? In the order shown, they have 0.051, 0.014, 0.021 hartree/bohr.
How do the records compare in energy relative to the best compared isomer or geometry (same formula, charge and spin)? In the order shown, they have 0.0, 50.2, 6.9 kcal/mol.